Entry from OMol25: the molecule C3H4N2O2S2 (ωB97M-V/def2-TZVPD).

The geometry in XYZ format:
```
13
C3H4N2O2S2 (ωB97M-V/def2-TZVPD)
N -0.409 1.146 0.279
C 0.248 0.252 -0.655
S 2.168 0.165 -0.705
S 2.397 -1.666 0.261
C 0.746 -2.090 0.120
C -0.201 -1.266 -0.389
N -1.582 -1.555 -0.317
O -1.922 -2.667 0.058
O -2.308 -0.658 -0.694
H -0.648 0.462 1.124
H -0.090 2.093 0.344
H 0.059 0.544 -1.617
H 0.393 -3.047 0.488
```

highest occupied orbital energy: -8.81 eV
LUMO level: -0.0269 Ha
electronic energy: -1172.9388 a.u.
SMILES: N[C@H]1SSC=C1[N+](=O)[O-]
ΔE to the lowest compared entry with this formula, charge and spin: 95.1 kcal/mol
frontier orbital gap: 8.07 eV

=====

Entry from OMol25: the molecule C3H4N2O3 (ωB97M-V/def2-TZVPD).

The geometry in XYZ format:
```
12
C3H4N2O3 (ωB97M-V/def2-TZVPD)
O -2.607 0.090 0.048
C -1.430 -0.123 0.013
O -0.736 -0.988 0.722
C 0.804 -0.636 0.407
N 0.922 0.594 1.054
O 0.214 1.538 0.132
C -0.315 0.699 -0.815
N 0.883 -0.348 -0.983
H 1.325 -1.377 1.023
H 0.472 0.643 1.924
H -0.620 0.923 -1.804
H 1.086 -1.014 -1.721
```

highest occupied orbital energy: -9.55 eV
LUMO level: 0.0261 Ha
electronic energy: -451.8346 a.u.
SMILES: O=C1O[C@@H]2NO[C@H]1N2
ΔE to the lowest compared entry with this formula, charge and spin: 91.1 kcal/mol
frontier orbital gap: 10.26 eV

=====

Entry from OMol25: the molecule C3H4N2O3 (ωB97M-V/def2-TZVPD).

The geometry in XYZ format:
```
12
C3H4N2O3 (ωB97M-V/def2-TZVPD)
C 0.457 -0.545 0.373
C -1.711 -0.056 0.062
C -1.000 1.101 -0.537
N 0.617 0.736 0.930
N 0.581 -0.595 -0.976
O -0.908 -0.839 0.725
O -2.914 -0.101 -0.081
O 0.030 1.596 0.101
H 1.120 -1.166 0.946
H -1.444 1.460 -1.497
H 1.577 0.997 1.171
H -0.295 -1.048 -1.232
```

highest occupied orbital energy (spin up / spin down): -9.38 / -8.78 eV
LUMO level (spin up / spin down): -0.0340 / -0.0409 Ha
electronic energy: -451.7548 a.u.
ΔE to the lowest compared entry with this formula, charge and spin: 141.2 kcal/mol
frontier orbital gap (spin up / spin down): 8.45 / 7.66 eV

=====

Entry from OMol25: a structure of composition C3H4N2O3 (ωB97M-V/def2-TZVPD).

The geometry in XYZ format:
```
12
C3H4N2O3 (ωB97M-V/def2-TZVPD)
C 3.154 1.037 0.860
C 0.162 -0.244 -0.353
C -3.264 -1.097 -0.471
H 3.029 0.753 2.201
H 4.030 1.776 0.156
H -3.825 -1.661 -1.132
H -3.553 -0.797 0.695
N 2.120 0.990 -0.176
N -2.112 -0.759 -1.055
O 0.844 0.628 0.514
O 0.708 -0.648 -1.306
O -1.291 0.022 0.068
```

highest occupied orbital energy: -10.41 eV
LUMO level: 0.0010 Ha
electronic energy: -451.6422 a.u.
ΔE to the lowest compared entry with this formula, charge and spin: 211.8 kcal/mol
frontier orbital gap: 10.44 eV

=====

Entry from OMol25: a cluster of 2 separate species, C3H4N2O3 in total (ωB97M-V/def2-TZVPD).

The geometry in XYZ format:
```
12
C3H4N2O3 (ωB97M-V/def2-TZVPD)
C -0.716 -1.633 -0.593
C 1.120 0.007 -0.147
C -0.304 -0.546 0.192
N -1.238 -2.422 -1.171
N -1.154 0.673 0.139
O -1.569 1.160 1.177
O -1.241 1.180 -0.993
O 1.486 1.165 0.478
H 1.304 0.082 -1.224
H 1.879 -0.732 0.340
H -0.452 -0.871 1.728
H 0.885 1.938 0.074
```

multiplicity: 3
highest occupied orbital energy (spin up / spin down): -8.46 / -11.09 eV
LUMO level (spin up / spin down): -0.0125 / -0.1592 Ha
electronic energy: -451.6015 a.u.
ΔE to the lowest compared entry with this formula, charge and spin: 74.9 kcal/mol
frontier orbital gap (spin up / spin down): 8.12 / 6.76 eV

=====

Entry from OMol25: the molecule C3H4N2O4 (ωB97M-V/def2-TZVPD).

The geometry in XYZ format:
```
13
C3H4N2O4 (ωB97M-V/def2-TZVPD)
C -0.645 -1.365 -0.367
C -0.385 0.008 -0.014
C -1.021 1.417 -0.178
N -0.289 2.480 -0.017
N -2.426 1.430 -0.610
O -0.614 3.678 -0.085
O 1.017 2.181 0.405
O -2.942 0.368 -0.553
O -2.928 2.450 -0.931
H -1.541 -1.747 -0.897
H -0.118 -2.268 -0.115
H 0.419 0.238 0.724
H 1.502 2.941 0.043
```

highest occupied orbital energy (spin up / spin down): -9.46 / -9.46 eV
LUMO level (spin up / spin down): -0.0348 / -0.0348 Ha
electronic energy: -526.8910 a.u.
ΔE to the lowest compared entry with this formula, charge and spin: 213.6 kcal/mol
frontier orbital gap (spin up / spin down): 8.52 / 8.52 eV

=====

Entry from OMol25: a structure of composition C3H4N2O4 (ωB97M-V/def2-TZVPD).

The geometry in XYZ format:
```
13
C3H4N2O4 (ωB97M-V/def2-TZVPD)
C 1.664 -1.030 0.215
N 0.260 -1.165 -0.215
N -0.593 0.134 0.848
C -0.467 1.257 -0.361
C -1.935 0.850 -0.605
O 0.026 -0.521 -1.310
O -1.966 0.048 0.553
O 0.242 2.179 -0.486
O -2.789 1.040 -1.386
H -0.475 0.323 1.847
H 2.200 -1.790 -0.357
H 2.084 -0.046 -0.015
H 1.749 -1.280 1.273
```

highest occupied orbital energy: -9.06 eV
LUMO level: -0.0289 Ha
electronic energy: -526.9654 a.u.
ΔE to the lowest compared entry with this formula, charge and spin: 166.8 kcal/mol
frontier orbital gap: 8.28 eV

=====

Entry from OMol25: a cluster of 2 separate species, C3H4N2O7 in total (ωB97M-V/def2-TZVPD).

The geometry in XYZ format:
```
16
C3H4N2O7 (ωB97M-V/def2-TZVPD)
O 0.894 -0.822 -2.304
C 0.505 -0.332 -1.304
C 0.117 -1.222 -0.128
O -0.969 -0.681 0.527
C -1.867 -0.003 -0.247
O -1.764 0.096 -1.444
N -2.781 0.786 0.392
O -3.887 0.596 0.787
N 1.234 -1.216 0.857
O 1.297 -0.246 1.589
O 2.029 -2.117 0.796
H 0.576 0.702 -1.176
H 0.118 -2.215 -0.405
O 1.152 2.242 0.399
H 1.221 1.849 1.329
H 2.125 2.582 0.332
```

highest occupied orbital energy (spin up / spin down): -10.50 / -10.50 eV
LUMO level (spin up / spin down): -0.0659 / -0.0658 Ha
electronic energy: -752.6606 a.u.
SMILES: O=C[C@H](OC(=O)N=O)[N+](=O)[O-].O
ΔE to the lowest compared entry with this formula, charge and spin: 12.4 kcal/mol
frontier orbital gap (spin up / spin down): 8.70 / 8.70 eV

=====

Entry from OMol25: the molecule C3H4N2OS (ωB97M-V/def2-TZVPD).

The geometry in XYZ format:
```
11
C3H4N2OS (ωB97M-V/def2-TZVPD)
N -2.361 2.079 -0.644
C -1.344 1.408 -0.583
C -0.178 0.789 -0.391
C -0.093 -0.490 0.318
O -0.987 -0.848 1.081
N 1.035 -1.362 0.271
S 2.743 -1.154 0.119
H -3.188 2.093 -1.222
H 0.689 1.275 -1.061
H 0.741 -2.296 0.719
H 2.944 -1.494 1.393
```

highest occupied orbital energy: -9.01 eV
LUMO level: 0.0270 Ha
electronic energy: -699.5796 a.u.
SMILES: N=C=CC(=O)NS
ΔE to the lowest compared entry with this formula, charge and spin: 58.1 kcal/mol
frontier orbital gap: 9.74 eV

=====

Entry from OMol25: the molecule C3H4N2OS (ωB97M-V/def2-TZVPD).

The geometry in XYZ format:
```
11
C3H4N2OS (ωB97M-V/def2-TZVPD)
O 2.369 0.837 -2.816
C 1.947 0.446 -1.697
N 0.509 0.464 -1.458
C -0.175 0.350 -0.272
N 0.336 -0.132 0.784
C -0.525 -0.232 1.887
S -2.088 -0.865 1.766
H 2.529 -0.019 -0.848
H 0.009 0.764 -2.209
H -1.300 0.523 -0.316
H -0.195 0.161 2.851
```

highest occupied orbital energy: -9.06 eV
LUMO level: -0.0257 Ha
electronic energy: -699.6151 a.u.
SMILES: O=CN/C=N/C=S
ΔE to the lowest compared entry with this formula, charge and spin: 35.8 kcal/mol
frontier orbital gap: 8.37 eV

=====

Entry from OMol25: a structure of composition C3H4N2OS (ωB97M-V/def2-TZVPD).

The geometry in XYZ format:
```
11
C3H4N2OS (ωB97M-V/def2-TZVPD)
C -0.109 -1.534 0.110
C 0.632 0.952 0.075
C -0.844 0.914 -0.177
H 1.764 -0.677 0.366
H 0.818 1.631 0.994
H 1.105 1.729 -0.922
H -1.014 1.902 -0.275
N 0.903 -0.546 0.046
N -1.733 0.051 -0.315
O -1.472 -1.270 -0.439
S -0.050 -3.151 0.536
```

highest occupied orbital energy: -8.84 eV
LUMO level: 0.0038 Ha
electronic energy: -699.4785 a.u.
ΔE to the lowest compared entry with this formula, charge and spin: 121.5 kcal/mol
frontier orbital gap: 8.94 eV

=====

Entry from OMol25: a cluster of 2 separate species, C3H4N2OS in total (ωB97M-V/def2-TZVPD).

The geometry in XYZ format:
```
11
C3H4N2OS (ωB97M-V/def2-TZVPD)
C -0.409 0.115 -0.488
C -1.205 -0.523 0.375
C 1.051 -0.726 0.927
H -2.318 1.729 -1.359
H -2.348 -0.494 0.747
H -0.147 -1.146 2.544
H 3.066 -0.665 1.338
N -0.238 -1.168 1.158
N 2.125 -1.130 1.619
O 0.961 0.062 -0.163
S -0.986 1.436 -1.643
```

highest occupied orbital energy: -8.13 eV
LUMO level: 0.0062 Ha
electronic energy: -699.5134 a.u.
ΔE to the lowest compared entry with this formula, charge and spin: 99.6 kcal/mol
frontier orbital gap: 8.30 eV

=====

Sequential max |F| output: 4.58 4.31 4.55 8.21 7.54 4.36 1.21 3.75 3.43 4.67 5.39 8.06 eV/Å